[1]
{"formula": "C30H17F5HgN4O7PS", "method": "the ωB97M-V functional and the def2-TZVPD basis", "symbols": ["Hg", "F", "C", "C", "F", "C", "F", "C", "S", "C", "F", "C", "F", "O", "N", "O", "C", "C", "C", "C", "O", "C", "C", "N", "O", "O", "N", "O", "O", "H", "H", "N", "P", "C", "C", "C", "C", "C", "C", "C", "C", "C", "C", "C", "C", "C", "C", "C", "C", "C", "C", "H", "H", "H", "H", "H", "H", "H", "H", "H", "H", "H", "H", "H", "H", "H"], "coordinates": [[2.000, 0.000, -0.628], [-2.092, -6.391, -3.169], [-0.142, -4.468, -3.160], [-0.857, -3.879, -1.343], [-1.773, -4.050, -0.370], [0.059, -2.632, -1.130], [-0.012, -2.093, 0.117], [1.122, -2.049, -2.847], [2.067, -0.518, -2.974], [1.446, -2.943, -4.004], [2.304, -2.488, -4.949], [0.954, -4.193, -4.033], [1.407, -5.113, -4.919], [-4.823, -3.053, -4.664], [-4.161, -2.031, -4.552], [-4.515, -0.956, -5.026], [-2.933, -2.083, -3.842], [-2.385, -3.293, -3.498], [-1.108, -3.343, -2.787], [-0.412, -1.985, -2.444], [1.386, -2.723, -1.563], [-1.264, -0.784, -2.627], [-2.387, -0.848, -3.429], [-1.020, 0.391, -1.968], [-1.665, 1.415, -2.240], [-0.195, 0.402, -0.991], [-0.107, -5.016, -1.899], [0.765, -5.678, -1.335], [-1.662, -6.268, -1.854], [-2.862, -4.227, -3.738], [-2.940, 0.060, -3.616], [2.698, 0.956, 1.034], [1.552, 1.662, 1.792], [0.456, 0.650, 2.855], [-0.521, -0.110, 2.222], [-1.292, -0.999, 2.946], [-1.106, -1.118, 4.315], [-0.134, -0.361, 4.949], [0.661, 0.507, 4.221], [0.360, 2.693, 0.859], [0.883, 3.313, -0.270], [0.069, 4.067, -1.093], [-1.277, 4.201, -0.796], [-1.797, 3.604, 0.340], [-0.983, 2.858, 1.173], [2.278, 2.863, 2.950], [3.656, 2.835, 3.099], [4.280, 3.744, 3.934], [3.524, 4.687, 4.612], [2.147, 4.716, 4.462], [1.520, 3.804, 3.633], [-0.666, 0.012, 1.158], [-2.035, -1.601, 2.445], [-1.714, -1.805, 4.889], [0.006, -0.448, 6.019], [1.434, 1.087, 4.710], [1.936, 3.172, -0.496], [0.474, 4.529, -1.982], [-1.927, 4.752, -1.461], [-2.851, 3.697, 0.562], [-1.399, 2.379, 2.050], [4.204, 2.089, 2.541], [5.355, 3.726, 4.056], [4.008, 5.407, 5.258], [1.561, 5.456, 4.991], [0.445, 3.815, 3.509]], "forces_ev_per_a": [[1.5, 0.1, -0.8], [-0.4, -0.1, -1.6], [-0.2, 0.3, 0.3], [-0.4, 0.2, 0.2], [0.3, 0.0, -0.2], [0.2, 0.2, 0.1], [-0.1, -0.2, -0.1], [0.0, 0.5, -0.2], [0.1, -0.2, 0.1], [0.0, -1.0, 0.0], [-0.2, -0.1, 0.1], [0.4, 0.6, 0.0], [0.0, 0.1, 0.0], [0.1, 0.1, 0.0], [-1.1, -0.1, -0.7], [0.0, -0.2, 0.0], [1.6, -0.4, 1.0], [-0.7, 0.2, -0.3], [-0.1, -0.2, 0.1], [0.4, 0.1, 0.3], [-0.1, -0.3, 0.2], [0.1, -0.2, -0.1], [-0.4, 0.4, -0.2], [-0.1, -0.5, -0.1], [-0.2, 0.5, -0.1], [-0.9, 0.2, 0.3], [0.8, 0.4, -0.6], [0.1, -0.1, 0.2], [-0.1, -0.4, 1.6], [0.0, -0.1, -0.1], [0.1, -0.1, 0.0], [0.1, -0.2, 0.0], [-0.7, 0.4, 0.7], [0.3, 0.1, -0.2], [0.0, 0.1, 0.0], [-0.1, -0.1, 0.1], [0.0, 0.0, 0.0], [0.0, 0.0, 0.2], [0.0, 0.2, -0.1], [0.3, -0.1, 0.0], [0.1, 0.0, 0.1], [0.0, 0.1, 0.0], [0.0, 0.0, 0.0], [-0.1, 0.1, 0.0], [0.1, 0.0, 0.1], [0.0, -0.1, -0.1], [0.0, -0.1, 0.0], [0.1, 0.1, 0.1], [0.1, 0.1, 0.1], [-0.1, 0.1, 0.1], [0.1, -0.1, 0.0], [-0.1, -0.1, -0.2], [-0.1, -0.1, -0.1], [0.0, 0.0, 0.0], [0.0, 0.0, 0.1], [0.0, 0.0, 0.1], [-0.1, 0.0, -0.1], [0.0, 0.0, -0.1], [0.0, 0.0, 0.0], [-0.1, 0.0, 0.0], [0.0, 0.0, 0.0], [0.1, 0.0, -0.1], [0.1, 0.0, 0.0], [0.0, 0.0, 0.0], [0.0, 0.0, 0.0], [-0.1, 0.1, 0.0]], "spin_multiplicity": 2, "relative_energy_kj_mol": 688.8, "total_energy_ha": -3290.946230, "largest_force_ev_per_a": 1.90, "s_squared": 0.828, "total_charge": -2, "lumo_energy_ev": [3.809, 3.809]}


[2]
{"formula": "C5H3N", "method": "the ωB97M-V functional and the def2-TZVPD basis", "symbols": ["C", "C", "C", "C", "C", "N", "H", "H", "H"], "coordinates": [[-0.655, -0.008, -0.747], [-1.132, 1.123, -1.175], [0.633, -0.481, 1.223], [-0.034, 0.782, 0.750], [0.199, -1.160, -0.809], [0.925, -1.378, 0.383], [0.716, 1.619, 0.716], [-0.802, 1.331, 1.318], [0.150, -1.828, -1.659]], "forces_ev_per_a": [[1.6, 1.1, 0.0], [0.2, -1.0, 0.4], [-0.7, 1.8, 1.3], [0.2, 0.4, 0.1], [-0.7, 0.6, 1.6], [-0.6, -0.5, -2.9], [-0.1, -0.9, -0.8], [-0.1, -1.3, 0.0], [0.3, -0.2, 0.3]], "spin_multiplicity": 1, "relative_energy_kj_mol": 538.1, "total_energy_ha": -246.777090, "largest_force_ev_per_a": 2.96, "lumo_energy_ev": [-1.951, -1.544]}


[3]
{"formula": "C23H27F3N2O3", "method": "the ωB97M-V functional and the def2-TZVPD basis", "symbols": ["C", "C", "C", "O", "C", "C", "C", "C", "C", "C", "H", "H", "O", "C", "C", "O", "H", "C", "N", "C", "C", "N", "C", "C", "C", "C", "C", "C", "H", "H", "H", "C", "F", "F", "F", "H", "C", "H", "C", "H", "H", "H", "H", "H", "H", "H", "H", "H", "H", "H", "H", "H", "H", "H", "H", "H", "H", "H"], "coordinates": [[3.802, 3.077, 6.773], [3.915, 1.557, 6.896], [4.515, 0.964, 5.638], [5.626, 0.478, 5.640], [3.714, 1.043, 4.395], [2.335, 1.261, 4.362], [1.665, 1.317, 3.162], [2.347, 1.164, 1.950], [3.721, 0.940, 1.973], [4.382, 0.878, 3.182], [5.448, 0.702, 3.208], [4.283, 0.813, 1.061], [1.577, 1.264, 0.835], [2.150, 1.071, -0.438], [2.374, -0.417, -0.782], [2.929, -0.523, -2.067], [2.218, -0.317, -2.690], [1.050, -1.198, -0.690], [0.162, -0.762, -1.761], [-1.051, -0.113, -1.296], [-1.781, 0.524, -2.485], [-2.103, -0.484, -3.473], [-3.318, -1.133, -3.459], [-4.492, -0.415, -3.195], [-5.727, -1.038, -3.231], [-5.855, -2.383, -3.544], [-4.701, -3.095, -3.822], [-3.461, -2.492, -3.778], [-2.594, -3.099, -3.982], [-4.769, -4.144, -4.066], [-6.824, -2.854, -3.569], [-6.937, -0.196, -2.949], [-6.795, 0.549, -1.835], [-8.060, -0.908, -2.783], [-7.191, 0.681, -3.942], [-4.457, 0.641, -2.979], [-0.894, -1.150, -3.903], [-1.114, -1.876, -4.682], [-0.166, -1.802, -2.722], [0.756, -2.273, -3.070], [-0.812, -2.579, -2.275], [-0.241, -0.382, -4.332], [-2.679, 1.023, -2.127], [-1.130, 1.268, -2.955], [-0.784, 0.658, -0.572], [-1.732, -0.833, -0.806], [0.604, -1.027, 0.293], [1.270, -2.266, -0.783], [3.103, -0.855, -0.093], [3.091, 1.621, -0.545], [1.425, 1.486, -1.145], [0.600, 1.483, 3.128], [1.771, 1.368, 5.275], [2.933, 1.120, 7.084], [4.571, 1.305, 7.731], [3.388, 3.496, 7.688], [3.161, 3.356, 5.940], [4.785, 3.512, 6.610]], "forces_ev_per_a": [[-0.1, -0.1, 0.0], [0.2, 0.0, 0.1], [-0.1, -0.1, 0.5], [0.0, 0.1, 0.0], [0.1, -0.1, -0.6], [0.2, 0.0, 0.0], [-0.1, 0.0, -0.3], [0.0, 0.0, 0.4], [-0.1, 0.0, -0.3], [-0.1, 0.0, 0.3], [0.1, 0.0, 0.0], [0.0, 0.0, -0.1], [-0.1, 0.0, 0.4], [0.4, -0.3, -0.5], [-0.4, 0.1, 0.5], [0.2, 0.0, -0.3], [-0.1, 0.0, 0.0], [0.4, 0.1, 0.0], [0.0, -0.1, 0.1], [-0.1, 0.3, -0.2], [0.0, 0.0, 0.4], [0.4, 0.3, -0.2], [-0.6, -0.2, -0.1], [0.0, -0.1, 0.1], [0.0, -0.1, 0.0], [0.0, 0.1, 0.0], [-0.2, 0.0, 0.0], [0.2, 0.1, 0.0], [0.1, 0.0, 0.0], [0.0, -0.1, 0.0], [-0.1, 0.0, 0.0], [-0.3, 0.3, 0.1], [0.2, 0.0, 0.1], [0.0, -0.3, 0.0], [0.1, 0.0, -0.2], [0.0, 0.1, 0.0], [0.1, -0.3, 0.1], [0.0, 0.0, 0.0], [-0.1, 0.1, -0.4], [0.0, 0.0, 0.0], [0.1, 0.0, 0.0], [0.0, -0.1, 0.0], [0.0, 0.0, -0.1], [0.0, 0.0, 0.1], [0.0, 0.0, 0.1], [0.1, 0.1, 0.0], [0.0, -0.1, 0.0], [0.0, 0.0, 0.0], [-0.1, 0.0, 0.0], [-0.1, 0.0, 0.0], [0.1, 0.0, 0.0], [-0.1, 0.0, 0.0], [0.0, 0.1, 0.1], [0.0, 0.0, 0.0], [-0.1, -0.1, -0.1], [0.0, 0.1, 0.0], [0.0, 0.1, 0.0], [0.1, 0.1, 0.0]], "spin_multiplicity": 1, "relative_energy_kj_mol": 228.6, "total_energy_ha": -1527.473898, "largest_force_ev_per_a": 0.69, "lumo_energy_ev": 0.507}


[4]
{"formula": "CH7NS2", "method": "the ωB97M-V functional and the def2-TZVPD basis", "symbols": ["N", "H", "H", "H", "C", "S", "S", "H", "H", "H", "H"], "coordinates": [[-1.016, -0.198, 1.975], [-1.039, -0.145, 3.041], [-0.736, 0.767, 1.676], [-0.052, -0.602, 1.758], [1.271, 0.519, -1.445], [0.786, -1.012, -0.609], [-1.202, -1.227, -1.437], [0.227, 0.848, -1.614], [1.487, 1.427, -0.786], [1.937, 0.580, -2.278], [-1.663, -0.956, -0.280]], "forces_ev_per_a": [[2.5, 0.8, 1.0], [0.0, -0.1, -1.8], [-0.9, -0.6, 0.5], [-1.7, -0.1, 0.6], [-2.1, 2.6, 2.0], [-0.1, -0.3, -1.1], [2.2, -0.5, -1.0], [0.7, 0.1, -1.2], [0.5, -1.6, -0.1], [0.2, -0.7, -0.6], [-1.2, 0.5, 1.9]], "spin_multiplicity": 1, "relative_energy_kj_mol": 96.8, "total_energy_ha": -893.383817, "largest_force_ev_per_a": 3.88, "lumo_energy_ev": 0.219}